Record 1
Molecular formula: C9H13O4S2
Method: DFT, the ωB97M-V functional and the def2-TZVPD basis

The frontier orbital gap is 6.6 eV. For the HOMO energy, the calculation gives -3.7 eV. The total charge is -1.

Structure (XYZ):
```
28
Properties=species:S:1:pos:R:3:forces:R:3:nbo_charge:R:1
C -1.3749 1.9557 -0.4214 -0.3452 -2.5606 -1.4408 -0.402
H -1.1364 0.6250 -2.3039 -0.5865 0.4677 -0.6463 0.204
H 0.2658 0.9322 -1.4568 2.0938 0.2880 -0.1586 0.292
C -3.6356 1.1783 0.3285 3.2671 -0.6063 -0.1644 0.812
H -3.0815 -0.0809 -1.0637 -0.2270 0.3902 0.8409 0.511
H 1.0971 0.4352 0.7945 0.5354 0.0988 1.0817 0.214
H 3.1095 -1.7832 0.5893 0.0710 -0.5190 0.5949 0.182
O -3.8618 0.3805 -0.6902 -1.2445 -1.0327 -1.8420 -0.698
C -1.5913 -0.2228 0.6804 1.9555 0.9642 -3.3336 -0.242
H -1.5174 -0.9205 1.4459 -0.5768 -1.0261 1.3951 0.219
O 2.5940 0.6661 -1.4313 0.8348 2.0844 0.6655 -1.071
H 2.5797 -1.0170 -0.7168 -0.6949 0.1059 -1.9458 0.285
C 2.0881 -0.0069 1.0033 2.0980 1.9167 0.2225 -0.620
C 2.2165 -1.2680 0.2306 0.7010 -2.0479 3.1259 -0.499
O -4.4889 1.8411 0.8000 -1.3611 1.0371 0.9932 -0.594
C -2.1008 1.1773 0.6972 -1.7957 2.0714 1.5111 -0.362
H -2.0488 1.7799 1.6478 0.1255 -1.0020 -0.6343 0.238
C -0.7557 0.7966 -1.3108 -1.7391 1.0706 0.3560 -0.502
C -0.9558 -0.4226 -0.5176 0.1809 -0.8069 2.4626 -0.123
H 1.3568 -3.2989 0.3753 -0.6313 1.1976 -0.7253 0.219
H 2.6320 0.0992 2.0604 -1.9081 -0.4288 -2.0522 0.204
H -0.6680 2.6504 -0.1334 2.3631 0.5499 1.5234 0.247
C 1.0117 -2.2126 0.3314 2.0039 -1.0675 -1.6329 -0.502
S 3.0878 1.3078 -0.1117 -1.7513 -1.7638 -0.1983 1.422
H 0.4497 -2.1179 1.1939 -0.9504 0.5478 1.9431 0.202
O 2.3338 2.5051 0.3657 0.0841 0.4552 -0.5443 -1.059
S -0.1009 -1.8895 -1.0513 -0.7707 -0.4825 -0.4693 0.213
H -1.9386 2.6741 -0.9545 -1.7314 0.0986 -0.9281 0.212
```
Forces are in eV/Å.



Record 2
Molecular formula: C4H14O3
Method: DFT, the ωB97M-V functional and the def2-TZVPD basis

The frontier orbital gap (spin up / spin down) is 10.0 / 3.1 eV. Its multiplicity is 2. For the HOMO energy (spin up / spin down), the calculation gives -13.5 / -13.5 eV. The relative energy (zero: lowest compared OMol25 entry of this formula, charge and spin) comes out at 65.6 kcal per mole. The total charge is +1.

Structure (XYZ):
```
21
Properties=species:S:1:pos:R:3:forces:R:3:nbo_charge:R:1
H -1.0168 -0.3516 1.0668 -0.5944 0.0825 0.7796 0.338
C -0.2047 0.8945 -0.6008 -1.1116 1.1985 1.3842 -0.460
H 0.1411 0.9097 -1.6512 0.1667 -1.1905 0.5348 0.268
O -2.2671 -5.7882 3.9254 1.0236 1.4791 -1.5816 -0.918
H -2.2133 -5.9354 2.9490 -0.3041 -0.2967 1.1386 0.461
H 1.2554 -1.0345 -1.6409 0.2181 0.2819 -2.3203 0.466
C 0.5754 1.9335 0.2080 0.0150 -0.1580 1.6969 -0.418
H 1.5275 1.5750 0.5332 0.5262 -1.2498 0.6027 0.212
H 1.8953 3.7355 -0.1116 -0.2578 -0.9576 -0.0001 0.245
H -0.0179 2.1912 1.1377 0.7442 -0.2748 -0.9228 0.218
H 0.6688 -0.7184 0.6290 -0.9086 -0.8244 0.0861 0.289
H 0.2057 3.8894 -0.2679 -0.2959 0.6271 -0.7306 0.226
H -1.7756 -4.9238 3.9622 -0.7213 -1.2038 0.4544 0.456
C -0.3533 -0.4746 0.2183 1.8558 2.8184 -3.7639 -0.132
H 1.1105 3.0652 -1.5609 0.0202 0.1008 -0.3745 0.209
H -1.2153 -1.1100 -1.4552 -0.6323 0.9075 -1.3023 0.535
H -1.2164 1.3082 -0.7211 -0.0900 -0.0997 0.0759 0.240
H 1.6864 -0.0812 -2.8721 -1.3176 -1.7973 0.5735 0.504
C 1.0047 3.1988 -0.4949 -0.7950 1.3075 0.0839 -0.611
O 1.0716 -0.8579 -2.6217 1.3858 1.0764 1.5647 -0.866
O -0.8618 -1.4253 -0.6313 1.0728 -1.8271 2.0209 -0.263
```
Forces are in eV/Å.



Record 3
Molecular formula: C44H88O22S11
Method: DFT, the ωB97M-V functional and the def2-TZVPD basis

The frontier orbital gap is 10.1 eV. For the HOMO energy, the calculation gives -10.0 eV. The relative energy (zero: lowest compared OMol25 entry of this formula, charge and spin) comes out at 40.9 kcal per mole. The total charge is 0. As for the SMILES: O=S1(=O)CCCC1.O=S1(=O)CCCC1.O=S1(=O)CCCC1.O=S1(=O)CCCC1.O=S1(=O)CCCC1.O=S1(=O)CCCC1.O=S1(=O)CCCC1.O=S1(=O)CCCC1.O=S1(=O)CCCC1.O=S1(=O)CCCC1.O=S1(=O)CCCC1.

Structure (XYZ):
```
165
Properties=species:S:1:pos:R:3:forces:R:3:mulliken_charge:R:1
O -20.3426 8.5429 -10.1022 -1.0149 -0.5943 0.3880 -0.628
H -26.2963 5.4504 -16.3003 0.8924 0.1006 -0.4791 -0.572
H -23.9143 7.6441 -10.5495 0.2544 0.7417 -0.1633 -0.491
H -21.8324 16.0373 -15.9688 0.1521 -0.4590 0.5076 0.342
C -21.9461 1.8218 -12.5011 -0.5305 1.6516 -0.2609 -0.758
O -25.7719 5.9221 -11.3538 0.0781 -0.0881 -0.9036 -0.564
O -22.2591 12.1306 -9.6526 -0.0513 -0.0456 -0.8430 -0.489
H -29.2142 5.8017 -12.6243 0.0711 -0.1147 0.0484 0.400
H -22.3014 4.1693 -11.0584 -0.1542 -0.3416 -0.0276 0.113
H -26.4038 12.0400 -9.6213 0.3893 -0.0229 -0.4102 -1.675
C -22.7883 2.3093 -9.9927 0.3571 0.9277 -0.4145 -0.972
S -23.6661 6.6809 -18.3702 0.1079 0.0304 -0.8361 1.189
C -20.1701 12.4019 -8.0413 0.4435 -0.7379 0.0451 -0.680
C -23.5397 8.5446 -11.0914 -0.3239 -1.6448 -0.2639 1.946
H -26.5762 3.1050 -12.5015 0.2825 0.1580 -0.1705 0.429
O -27.1298 4.5815 -7.9273 0.7852 -0.2732 0.8700 -0.640
C -18.4716 4.8130 -16.1935 -0.2010 0.4413 0.4682 -0.629
O -18.3117 9.9333 -10.0064 -0.8418 -0.2357 -0.7626 -0.781
H -26.6539 14.1745 -8.9876 0.0408 0.4252 0.1848 0.457
C -27.6160 13.2286 -7.2977 -1.5298 0.3843 0.1919 -0.297
C -24.1371 10.4461 -12.4393 -0.2683 -0.1379 0.3266 -0.881
H -23.7690 5.1825 -7.5364 -0.2510 -0.3046 -0.4951 0.353
H -24.4000 6.5720 -5.4689 -0.1837 0.1570 0.7107 0.470
C -19.7641 3.9225 -16.2869 0.2729 -0.6330 -0.2058 -0.971
H -25.3431 7.6975 -8.1024 -0.6885 0.5058 -0.6812 -0.009
O -28.7575 12.4081 -13.3144 0.1421 0.1538 0.4018 -0.725
H -21.9366 15.7444 -13.3787 0.3213 -0.1008 -0.0131 0.486
H -27.2871 6.8387 -6.6361 0.0649 -0.1690 -0.1338 0.276
H -28.9802 3.4364 -13.3593 0.1151 0.5916 -0.4898 0.441
C -27.3506 6.5133 -13.4243 -0.2469 0.7999 -0.7207 0.223
C -29.0585 10.0600 -10.8934 1.1018 0.2894 -0.8479 -1.237
O -25.2650 10.3241 -6.9789 -0.6749 -0.0108 0.0700 -0.551
O -27.3482 13.3177 -11.4700 1.0761 0.9713 0.3824 -0.624
H -24.9730 11.0187 -12.8187 0.4242 0.8494 -0.4579 1.129
H -18.1514 6.3669 -14.5221 -0.0345 -0.7890 -0.4120 0.388
H -25.3803 8.1472 -5.6376 0.4099 -0.5276 0.0125 0.272
H -24.1694 2.1191 -12.3761 -0.0061 0.0010 -0.0817 0.311
H -21.1494 10.2031 -12.0504 0.7778 0.1879 0.2279 -0.824
H -21.2414 12.3529 -15.7013 -0.0736 -0.9124 -0.5771 0.618
S -28.3161 12.3843 -11.9380 -1.0343 -0.4050 -0.6060 1.304
O -22.6257 9.7689 -14.5081 -0.1469 0.0521 0.2286 -0.435
C -25.8429 12.2155 -8.7147 -0.9342 0.2197 0.5765 2.839
H -20.3647 9.5439 -6.3131 -0.2076 -0.4757 -0.0431 0.412
C -24.6824 7.1017 -7.5259 0.1598 -0.2344 2.0226 -0.015
S -26.0397 4.8363 -6.9788 -0.1377 -1.1287 -1.0951 1.082
H -24.0093 4.0808 -10.7127 0.4033 -0.8251 -0.1108 -0.627
O -25.4580 3.7275 -6.1976 -1.1457 1.7693 -0.5841 -0.674
C -22.6061 15.4528 -15.4393 1.1193 0.2091 -0.1583 -0.804
H -23.9695 6.5417 -16.0765 0.3542 -0.5084 0.9117 -0.337
H -24.9184 3.6447 -17.0321 0.4611 1.0576 -0.5186 0.288
H -25.6398 9.1382 -11.6513 0.5693 -0.2480 0.1993 -0.657
H -17.5656 8.3106 -11.9080 0.1762 0.0564 0.2990 0.530
O -20.4274 1.0249 -10.5090 -1.1520 -0.0088 -0.1111 -0.702
O -22.3068 7.1355 -18.3520 0.4964 0.1572 0.6529 -0.637
H -24.8614 10.1049 -10.3986 -0.0779 0.3961 0.1638 -0.687
H -22.6012 10.4894 -6.8164 0.0777 -0.4321 0.0260 0.616
H -22.8059 4.5384 -17.8513 0.3385 0.0704 0.5226 -0.169
C -20.1317 10.5802 -11.7724 -1.4345 0.0809 -0.9692 0.209
H -23.6892 1.7942 -9.7790 -0.8512 -0.6735 0.4039 0.456
H -17.9274 9.2436 -13.9651 0.2824 0.1877 -0.3057 0.761
O -22.2903 13.8402 -17.6675 -0.1916 0.5884 1.4924 -0.704
H -27.0314 10.7511 -10.7738 -0.5676 0.2296 -0.7917 -1.648
C -27.3415 11.9399 -6.5101 0.8040 1.6123 0.1737 -1.090
C -19.7935 11.4519 -6.8726 0.4164 1.6068 -0.8170 -0.775
O -24.8591 8.6844 -14.3106 0.1689 0.3909 0.4359 -0.533
C -26.5160 6.2995 -6.0909 1.3326 0.2378 2.0411 -0.662
H -27.8142 14.1197 -6.6457 -0.3618 -1.0771 -0.3613 0.395
S -21.8203 1.0841 -10.9362 1.1620 0.3677 0.9170 1.188
H -19.9115 9.6129 -8.0128 0.2173 0.2526 0.0789 0.028
C -23.2803 2.7451 -12.3146 1.9101 -1.1511 -1.3452 -0.249
H -20.1243 11.9429 -5.9509 -0.0754 -0.5430 0.0373 0.291
C -29.7594 11.1286 -10.0780 -1.4771 -0.9064 0.5020 -0.127
H -29.2095 11.1585 -9.1399 -0.3436 0.5241 0.1707 -0.133
H -26.7582 12.1989 -5.6422 0.5542 -0.2329 0.2842 0.425
H -23.1868 10.9576 -12.1486 -1.0522 0.0731 -0.2485 -0.204
C -29.7658 12.4030 -10.8755 0.3920 1.7151 0.3915 -1.062
H -21.0411 2.4764 -12.5916 -0.8577 -0.3875 -0.2467 0.166
C -25.1764 7.1239 -5.9893 -0.7653 -0.1622 -2.4538 -0.875
H -20.1615 13.4551 -7.8247 0.5088 0.4723 -0.0068 0.558
C -20.4168 10.1492 -7.2129 -1.7951 -1.3176 0.3686 -0.318
C -23.0600 8.0344 -12.4915 -1.9107 -0.7023 0.3494 0.009
C -25.0192 4.4581 -17.8114 0.7639 -1.6486 0.0747 -0.818
H -23.4152 4.5460 -19.4151 -0.2718 -0.0928 -1.1934 0.640
S -20.4356 5.8355 -14.6266 -0.6659 2.7679 -1.5523 1.417
C -19.2711 10.6863 -13.0182 1.1685 1.1789 0.8314 -0.809
H -25.5837 3.8995 -18.5712 -0.2673 0.7571 0.0387 0.310
H -23.1622 14.5199 -13.5748 0.2253 0.1714 -0.1539 0.200
H -23.1974 3.4292 -13.1376 -0.6463 0.4557 -0.4275 -0.036
O -22.6982 12.8171 -7.3221 0.5315 0.2605 -0.3327 -0.703
C -18.6162 8.4015 -12.1490 -0.0016 0.7283 0.4957 -1.162
H -30.5193 12.4928 -11.6136 -1.1914 -0.5594 -0.6577 0.499
C -24.6826 9.5773 -11.3240 1.2010 -0.7516 0.3254 1.384
O -24.5320 7.2185 -19.3763 -0.3190 -0.1052 -0.7417 -0.734
H -19.6397 12.1091 -8.9678 -0.2342 0.3547 0.4385 0.138
S -22.8855 13.9436 -16.3361 -0.9000 -1.5502 -0.6235 1.149
C -24.6140 6.7515 -16.8965 -0.8197 -0.8010 -0.3236 0.046
C -27.1168 4.0475 -12.5159 -1.2697 -0.4049 -0.0384 -0.792
C -26.4092 13.5798 -8.1136 2.0485 -1.9394 -1.4644 -0.811
C -27.8288 10.7459 -11.5550 0.7013 -1.0968 1.4842 1.457
S -26.4300 10.9273 -7.6079 1.2405 -0.7099 -0.9154 1.101
C -18.7922 6.0750 -15.3783 -0.6872 1.2942 0.6844 -0.674
H -20.2500 14.0374 -14.4088 -0.3572 0.1147 -0.6374 0.272
H -18.8889 7.0322 -15.9135 -0.1109 -0.5659 -0.3730 0.386
C -23.6366 4.8837 -18.4360 -1.3179 0.0980 1.4102 -0.276
O -27.3722 10.0525 -8.3100 0.5186 0.4433 0.5072 -0.595
H -28.1649 11.3750 -6.1999 -1.4904 -0.6375 0.3841 0.581
H -19.0342 7.4276 -12.2355 -0.6090 -0.7906 0.1299 0.300
H -27.4264 7.4202 -12.8190 -0.3092 -0.2606 0.1716 -0.349
C -20.9850 4.7573 -15.9427 -0.3627 -0.1303 -0.3099 -0.293
S -23.6770 9.2379 -13.6666 0.4477 -0.4085 -0.6243 1.209
H -30.8355 10.8036 -9.9209 1.2944 0.3810 0.2676 0.457
C -21.8913 10.3905 -7.6381 0.0504 -0.1671 -0.4928 0.263
S -26.1223 5.4969 -12.7088 2.3297 0.8121 0.1809 0.652
H -29.2389 6.1290 -14.3673 0.8892 -1.5278 1.1489 0.295
H -27.6601 4.1537 -11.5454 0.7654 0.0858 -0.4886 0.334
H -21.8957 4.1751 -15.7361 0.4340 0.1622 0.4573 0.639
C -22.2300 14.9123 -14.0191 -1.0846 1.3049 0.0583 -0.709
H -24.7539 12.0540 -8.8045 -0.6124 0.5455 -0.0887 -1.122
H -27.7873 3.9996 -14.6407 -0.3489 -0.1921 1.0414 0.120
H -21.2589 5.4422 -16.7374 0.1311 0.4364 -0.1545 -0.207
O -21.2028 7.0967 -14.6827 0.9519 -1.7446 0.0890 -0.800
H -26.8695 5.9856 -5.0962 -0.0716 0.1411 -0.3656 0.495
H -22.0273 7.8590 -12.6106 1.2683 0.2924 -0.0519 0.308
H -21.9634 1.0160 -13.2695 -0.1635 0.7295 0.5687 0.540
H -19.8249 3.4715 -17.2986 -0.1326 0.3801 0.5620 0.345
H -20.2612 11.5154 -11.2336 0.0880 -0.1469 0.2747 0.731
H -22.3114 9.7618 -8.4557 0.5144 0.1388 0.7528 -0.785
H -19.8036 3.0833 -15.5868 0.6488 0.0456 0.0035 0.321
H -28.4958 13.0156 -7.9724 0.7842 0.5879 0.6202 0.012
C -28.6118 5.6329 -13.5220 -1.6331 2.4646 -0.8630 -0.826
H -26.9434 6.8844 -14.3944 -0.3141 -0.6293 0.5873 0.198
S -19.3857 9.3327 -10.8068 2.2791 0.2329 1.1040 1.179
O -20.2744 5.2234 -13.3484 -0.0197 -1.0327 0.8804 -0.834
H -18.1472 5.0817 -17.2009 -0.0564 0.0451 0.1674 0.266
S -21.8894 12.0576 -8.2636 -0.9976 -0.0924 0.7980 1.046
H -25.5456 13.9655 -7.5781 -0.3776 0.5688 0.4008 0.327
O -22.6321 -0.0901 -11.0157 -0.3525 -1.1321 0.3562 -0.678
C -28.2032 4.1820 -13.6079 0.8104 -0.7383 -0.9260 -0.465
C -18.8160 9.2565 -13.3549 -0.9597 1.1478 -1.9083 -0.172
H -29.7104 9.7794 -11.6882 -0.5718 -0.7218 -0.5945 0.586
H -19.8442 11.1989 -13.7890 -0.0099 -0.4910 -0.3067 0.039
H -21.1082 13.2588 -13.2078 -0.3838 -0.4579 0.7450 -0.165
H -22.7351 12.2083 -14.6556 0.5154 0.3246 -0.5760 -0.482
H -18.4214 11.3648 -12.8261 -0.1527 -0.3114 0.1734 0.273
H -25.1288 7.6563 -16.7012 0.1610 1.3502 -0.1647 0.570
H -22.3077 2.5891 -9.0534 0.1583 0.0314 -0.3088 0.497
H -29.8802 13.3802 -10.3383 0.6673 -0.9364 -0.0834 0.404
C -21.2758 13.7413 -14.1486 0.1605 1.1985 0.0441 -0.026
H -26.4818 6.0393 -17.9081 0.8430 0.4866 0.1763 0.574
C -23.1361 3.4470 -10.9973 0.7392 0.4851 1.0490 0.818
H -23.5320 7.0654 -12.7924 0.1239 0.8341 0.3222 -0.159
H -28.7092 9.2040 -10.3003 -0.3717 0.2589 -0.1937 0.333
H -23.6670 7.4999 -7.6358 -0.2307 -0.0118 0.0844 0.134
H -18.7390 11.2339 -6.8167 0.5489 0.6013 0.0561 0.445
H -25.0134 5.4140 -8.9217 0.6995 0.0345 0.0863 -0.655
C -25.6898 5.7071 -17.2085 -1.4149 -1.0303 0.4926 0.028
H -22.6546 8.9241 -10.5469 -0.6957 0.2195 -0.2037 -1.239
C -21.9889 12.8708 -15.1385 0.0094 -0.4383 -0.4548 -0.015
H -23.4941 16.0639 -15.5330 -0.4072 -0.1884 0.3849 0.447
H -27.4295 10.2760 -12.4527 -0.2140 -0.0231 -0.0577 0.611
O -24.3086 13.6502 -16.2073 0.8867 0.2112 -0.0330 -0.632
C -24.7078 5.6234 -7.8882 0.0190 0.0263 -0.2153 0.425
H -19.6561 9.0110 -14.0067 0.0947 -1.2473 0.1277 -0.174
O -25.0627 5.4462 -13.7382 -1.0387 -0.9060 1.4514 -0.208
H -17.6227 4.3755 -15.6758 -0.1358 -0.7013 -0.2487 0.322
```
Forces are in eV/Å.



Record 4
Molecular formula: C7H17N2O
Method: DFT, the ωB97M-V functional and the def2-TZVPD basis

The frontier orbital gap is 9.7 eV. For the HOMO energy, the calculation gives -12.3 eV. The relative energy (zero: lowest compared OMol25 entry of this formula, charge and spin) comes out at 123.0 kcal per mole. The total charge is +1.

Structure (XYZ):
```
27
Properties=species:S:1:pos:R:3:forces:R:3:nbo_charge:R:1
N -2.2078 -1.2340 -0.5840 1.9756 -2.4086 -0.5021 -0.780
C 1.4842 -0.9478 0.1954 -1.0157 3.2822 0.4595 0.218
H 0.2253 -0.3591 1.5427 -3.5347 1.2921 0.2504 0.240
C 1.1444 -1.9896 -0.4956 1.3053 1.1180 -2.5951 -0.387
H 3.1063 1.7403 -1.2057 -0.3046 -0.5796 1.5706 0.243
C 1.1627 -0.7148 1.6090 2.9059 -3.2373 2.6893 -0.698
H 1.1935 -1.9346 -1.6017 -0.3169 -0.5177 0.8222 0.220
C -3.7506 0.7584 0.1706 1.5844 -0.9931 2.2219 -0.299
H 3.6400 0.1186 -0.9115 -0.1587 -0.7016 -0.3248 0.237
H 1.1837 0.2354 -1.4353 0.0127 -0.6897 -1.8477 0.425
O -2.2962 0.8416 0.1092 0.5105 -0.5575 0.0096 -0.532
H -3.9765 1.7718 0.2654 -0.9790 1.4860 -0.1185 0.223
H -4.1479 0.3146 -0.7190 -0.6709 -0.1728 -0.2496 0.179
H 1.7321 -0.0657 2.2959 0.2773 -0.0998 -0.8834 0.245
H -1.7449 -2.0960 -0.9007 -0.5504 0.8238 0.3962 0.415
N 1.5778 0.4129 -0.5553 -1.2683 -0.5551 1.3003 -0.388
H -3.1517 -1.1221 -0.6882 -2.9379 -0.5414 -0.5414 0.378
C -1.5284 -0.2359 -0.1538 0.5153 1.7213 0.2825 0.258
C 2.9358 0.8420 -0.5332 2.4193 0.8816 0.5783 -0.438
H 1.0038 -2.8402 0.0596 -0.4303 -2.2909 0.6792 0.236
H 1.0833 -1.7224 2.1900 0.1904 1.6374 -1.1770 0.254
H -3.9654 0.2689 1.1816 -0.2507 0.2332 -1.7252 0.209
C 0.6677 1.6327 -0.1605 -1.1576 -4.1504 2.4107 -0.392
H 1.2834 2.3247 0.2765 1.4286 1.6441 1.2837 0.207
H 3.1640 0.8488 0.5931 0.1020 1.0800 -1.7734 0.237
H -0.1479 1.1779 0.5310 1.5107 1.5399 -1.6143 0.279
H 0.3296 1.9736 -1.0756 -1.1625 0.7559 -1.6018 0.214
```
Forces are in eV/Å.



Which molar mass belongs to each record? In order, 249.33; 110.15; 1321.90; 145.23 g/mol.